# 1
{
  "formula": "C7H9NO2",
  "method": "ωB97M-V/def2-TZVPD",
  "symbols": ["C", "C", "C", "C", "C", "C", "C", "N", "O", "O", "H", "H", "H", "H", "H", "H", "H", "H", "H"],
  "xyz": [[2.00783, -1.72780, -0.36795], [0.84759, -0.77570, -0.54093], [1.10068, 0.46458, -0.76891], [0.27946, 1.59219, -0.72710], [-0.71583, 1.92422, 0.17314], [-1.06048, 1.06662, 1.29324], [-1.48782, -0.18828, 1.11931], [-2.14750, -0.61342, -0.08507], [-2.70632, -1.71363, -0.05260], [-2.15251, 0.05130, -1.09114], [2.70611, -1.44884, -1.12211], [1.60083, -2.67526, -0.30893], [2.72165, -1.46977, 0.51661], [-0.10131, -1.28232, -0.40783], [2.10950, 0.84404, -0.79015], [0.48438, 2.44596, -1.43312], [-0.95911, 2.95651, 0.37018], [-0.74261, 1.41852, 2.31841], [-1.78456, -0.86892, 1.90496]],
  "forces_ev_per_angstrom": [[1.337, 3.056, 1.729], [0.675, -3.292, 1.193], [0.472, 1.916, -0.111], [-3.377, 3.850, 0.179], [1.991, -0.362, 0.092], [0.942, -0.369, 0.238], [-1.078, 0.475, 1.396], [-0.832, -1.327, -1.273], [0.387, 0.322, 0.782], [0.096, 0.659, -0.212], [0.421, -0.921, -1.310], [0.163, -2.271, -0.170], [-1.803, -0.611, -0.725], [0.113, 0.570, -0.472], [0.750, -0.562, -0.422], [0.238, -0.972, 0.794], [-0.195, 0.321, -0.706], [-0.740, -0.494, -1.110], [0.440, 0.012, 0.106]],
  "de_lowest_kcal_mol": 151.6,
  "total_charge": 0,
  "lumo_ev": -0.586,
  "orbital_gap_ev": 8.3,
  "energy_ev": -12983.923
}

# 2
{
  "formula": "C7H9NO2S",
  "method": "ωB97M-V/def2-TZVPD",
  "symbols": ["C", "C", "C", "C", "C", "C", "C", "N", "O", "O", "S", "H", "H", "H", "H", "H", "H", "H", "H", "H"],
  "xyz": [[-0.52617, -1.15508, -0.00267], [1.45411, -0.47834, -1.60164], [2.70411, -0.03921, -0.80027], [-2.17522, 0.70598, -0.08977], [-1.07466, 0.09771, 0.71045], [0.01718, 0.81711, -0.09406], [-1.20640, 0.22624, 2.25918], [0.45768, -0.37518, -0.63167], [-0.80442, -2.31943, -0.02338], [2.55876, 1.15940, -0.40790], [-1.03838, 1.82946, -1.11299], [1.34028, 0.08703, -2.50325], [1.45587, -1.68567, -1.90343], [2.74048, -0.74530, 0.00723], [3.58177, -0.28140, -1.41736], [-2.79980, -0.04817, -0.68183], [-2.99986, 1.29213, 0.42828], [-0.63094, 1.17118, 2.58951], [-0.80163, -0.63890, 2.76649], [-2.25275, 0.38045, 2.50908]],
  "forces_ev_per_angstrom": [[0.251, -0.731, 1.344], [0.161, -5.214, -0.937], [0.523, -2.407, -0.606], [-3.238, 0.795, -1.364], [0.525, 0.358, 1.794], [0.717, -1.750, -1.418], [1.006, 1.463, -0.789], [-0.721, 1.351, -0.147], [0.214, 0.711, -0.448], [-1.216, 3.649, 0.960], [-0.301, 0.041, 0.753], [-0.451, 0.685, -0.284], [0.300, 3.130, 0.686], [0.285, -1.061, 0.974], [0.103, 0.374, -0.458], [1.239, 0.900, 0.289], [1.458, -0.464, -0.195], [-0.879, -1.538, -0.460], [0.038, -0.103, 0.152], [-0.015, -0.190, 0.156]],
  "de_lowest_kcal_mol": 127.9,
  "total_charge": 0,
  "lumo_ev": [-1.783, -1.782],
  "orbital_gap_ev": [6.8, 6.8],
  "energy_ev": -23819.417
}

# 3
{
  "formula": "C7H9NO2Si",
  "method": "ωB97M-V/def2-TZVPD",
  "symbols": ["O", "N", "O", "Si", "C", "C", "C", "C", "C", "C", "C", "H", "H", "H", "H", "H", "H", "H", "H", "H"],
  "xyz": [[-1.05573, -2.76792, 3.13015], [-1.12500, -2.01688, 2.23398], [0.22220, -1.82166, 1.56301], [1.75829, -1.60326, 0.52740], [1.12121, -0.98092, -1.16324], [0.22946, 0.15344, -0.87339], [-1.08892, -0.07596, -0.42894], [-1.82662, 0.99428, 0.03400], [-1.37278, 2.33724, -0.00276], [-0.10540, 2.60003, -0.57217], [0.60481, 1.51645, -1.00532], [2.64527, -0.78446, 1.44204], [1.95929, -3.07600, 0.47692], [0.53186, -1.84818, -1.74873], [1.94066, -0.70224, -1.86471], [-1.52950, -1.04748, -0.31540], [-2.88563, 0.78279, 0.55996], [-2.03318, 3.07456, 0.35420], [0.48219, 3.58631, -0.71251], [1.52754, 1.67985, -1.63449]],
  "forces_ev_per_angstrom": [[-0.019, 1.640, -1.915], [1.799, -1.208, 0.765], [0.773, 0.195, -0.239], [-3.452, -1.277, 1.662], [0.167, -1.743, -1.535], [-1.987, 1.553, -0.134], [0.829, 0.697, 0.443], [-2.405, 0.992, 1.319], [0.983, -1.496, -0.671], [-0.023, 1.127, 0.211], [2.102, -1.842, -1.524], [-0.307, -0.284, -0.841], [0.813, 0.364, -0.160], [1.306, 1.672, 1.658], [-0.338, -0.070, 0.561], [0.215, -0.444, -0.134], [2.524, 0.532, -1.472], [-0.429, 0.979, 0.437], [-1.839, -1.365, 0.432], [-0.713, -0.023, 1.139]],
  "de_lowest_kcal_mol": 8.0,
  "total_charge": 0,
  "lumo_ev": 0.176,
  "orbital_gap_ev": 9.0,
  "energy_ev": -20863.725
}

Please write out number 3 again, unchanged.
{
  "formula": "C7H9NO2Si",
  "method": "ωB97M-V/def2-TZVPD",
  "symbols": ["O", "N", "O", "Si", "C", "C", "C", "C", "C", "C", "C", "H", "H", "H", "H", "H", "H", "H", "H", "H"],
  "xyz": [[-1.05573, -2.76792, 3.13015], [-1.12500, -2.01688, 2.23398], [0.22220, -1.82166, 1.56301], [1.75829, -1.60326, 0.52740], [1.12121, -0.98092, -1.16324], [0.22946, 0.15344, -0.87339], [-1.08892, -0.07596, -0.42894], [-1.82662, 0.99428, 0.03400], [-1.37278, 2.33724, -0.00276], [-0.10540, 2.60003, -0.57217], [0.60481, 1.51645, -1.00532], [2.64527, -0.78446, 1.44204], [1.95929, -3.07600, 0.47692], [0.53186, -1.84818, -1.74873], [1.94066, -0.70224, -1.86471], [-1.52950, -1.04748, -0.31540], [-2.88563, 0.78279, 0.55996], [-2.03318, 3.07456, 0.35420], [0.48219, 3.58631, -0.71251], [1.52754, 1.67985, -1.63449]],
  "forces_ev_per_angstrom": [[-0.019, 1.640, -1.915], [1.799, -1.208, 0.765], [0.773, 0.195, -0.239], [-3.452, -1.277, 1.662], [0.167, -1.743, -1.535], [-1.987, 1.553, -0.134], [0.829, 0.697, 0.443], [-2.405, 0.992, 1.319], [0.983, -1.496, -0.671], [-0.023, 1.127, 0.211], [2.102, -1.842, -1.524], [-0.307, -0.284, -0.841], [0.813, 0.364, -0.160], [1.306, 1.672, 1.658], [-0.338, -0.070, 0.561], [0.215, -0.444, -0.134], [2.524, 0.532, -1.472], [-0.429, 0.979, 0.437], [-1.839, -1.365, 0.432], [-0.713, -0.023, 1.139]],
  "de_lowest_kcal_mol": 8.0,
  "total_charge": 0,
  "lumo_ev": 0.176,
  "orbital_gap_ev": 9.0,
  "energy_ev": -20863.725
}